Molecular formula: C42H96F3NO30S10
Method: DFT, the ωB97M-V functional and the def2-TZVPD basis

Structure (XYZ):
```
182
C42H96F3NO30S10 | the OMol25 dataset | the ωB97M-V functional and the def2-TZVPD basis
C -1.32431 -3.22872 -0.49469
C -0.16573 -2.32372 -0.91478
C 0.31138 -1.30044 0.23247
N 1.40127 -0.26913 -0.23177
C 2.71527 -0.92184 -0.69656
C 1.74574 0.68657 0.98931
C 1.08394 2.04341 0.67760
C 0.17054 1.77583 -0.58361
C 0.86219 0.57490 -1.34688
H -0.99541 -3.90326 0.29583
H -1.74056 -3.78059 -1.33746
H -2.21648 -2.69459 -0.16783
H -0.57683 -1.78711 -1.76985
H 0.72611 -2.83880 -1.27172
H 0.70981 -1.65645 1.18253
H -0.59513 -0.72206 0.41080
H 3.33471 -0.04457 -0.88306
H 2.63276 -1.61759 -1.53155
H 3.05910 -1.54840 0.12643
H 2.81171 0.90989 0.94538
H 1.56335 0.20611 1.95056
H 1.84069 2.79728 0.46053
H 0.47730 2.26454 1.55578
H 0.22032 2.70084 -1.15806
H -0.86439 1.51518 -0.36208
H 1.78466 0.94120 -1.79739
H 0.23727 0.03257 -2.05643
C 6.48221 -1.05138 2.01199
F 5.65237 -2.07476 1.76166
F 7.64018 -1.54507 2.33408
F 6.53899 -0.26571 0.93803
S 5.83419 0.00883 3.55920
O 4.38606 0.23729 3.29934
O 6.02657 -0.87707 4.73935
O 6.59494 1.23374 3.69477
O -2.66278 1.49299 4.57249
S -1.66085 1.05087 5.53197
O -0.68273 2.03561 6.08927
O -2.45860 0.30940 6.78441
C -3.20570 1.07425 7.66645
C -3.76359 0.38835 8.91664
C -0.64726 -0.29954 4.76400
H -4.09989 1.55327 7.26763
H -2.68116 1.99869 7.90801
H -4.79020 0.69374 9.11890
H -3.11169 0.66148 9.74641
H -3.61234 -0.68906 8.85042
H 0.29893 0.19424 4.54265
H -1.22797 -0.61668 3.89781
H -0.60212 -1.13793 5.45910
O 0.67063 -3.07305 3.46088
S 1.69978 -4.05131 3.04037
O 1.64164 -5.50636 3.39569
O 1.93955 -3.75522 1.47777
C 2.81079 -4.62807 0.70472
C 2.07607 -5.37398 -0.34952
C 3.31847 -3.27631 3.73220
H 3.45203 -5.22192 1.35606
H 3.49873 -4.04028 0.09697
H 2.67342 -6.21041 -0.71240
H 1.74731 -4.74203 -1.17454
H 1.18900 -5.83032 0.08974
H 3.22512 -3.39493 4.81170
H 3.48045 -2.22046 3.51526
H 4.20758 -3.65577 3.22865
O 2.32488 -2.85072 -3.69258
S 3.29258 -2.56173 -4.77651
O 3.67697 -1.15412 -5.01987
O 4.70917 -3.46907 -4.51659
C 5.75878 -3.26234 -5.40692
C 6.95332 -3.88524 -4.68484
C 2.72960 -3.39045 -6.38683
H 6.03796 -2.24244 -5.67142
H 5.63004 -3.78692 -6.35369
H 7.83379 -3.69131 -5.29742
H 7.02658 -4.95890 -4.51168
H 7.23297 -3.35477 -3.77462
H 2.08886 -4.22125 -6.09131
H 3.66144 -3.59031 -6.91580
H 2.05125 -2.70554 -6.89561
O -3.97855 -2.92394 -8.25858
S -4.10815 -2.88887 -6.79508
O -5.21759 -3.57803 -6.12072
O -2.64381 -3.44386 -6.22518
C -2.59085 -4.00410 -4.90364
C -1.22517 -4.69418 -4.66075
C -3.97254 -1.19540 -6.28152
H -3.25794 -4.85465 -4.76350
H -2.89759 -3.23578 -4.19393
H -0.28878 -4.13627 -4.65878
H -1.14156 -5.41600 -5.47321
H -1.23463 -5.32308 -3.77052
H -3.07078 -0.74812 -6.69970
H -4.04253 -1.10149 -5.19783
H -4.76897 -0.70180 -6.83845
O -2.21392 6.92102 0.93655
S -1.61976 5.89883 1.75242
O -0.66526 4.92610 1.24419
O -0.95722 6.69229 2.98918
C -0.21649 7.87831 2.66632
C 0.56622 8.32759 3.88302
C -3.02793 5.11777 2.81735
H -0.94094 8.66975 2.47424
H 0.53227 7.78896 1.87926
H 1.42728 7.69594 4.10140
H -0.14641 8.35665 4.70729
H 0.87900 9.34753 3.65945
H -3.67845 5.85383 3.28973
H -2.66828 4.46774 3.61498
H -3.63367 4.57890 2.08879
O -1.81421 -8.24886 2.08592
S -2.40045 -6.94647 1.75945
O -1.79296 -5.64190 2.13930
O -2.53677 -6.89082 0.08088
C -1.63310 -7.73252 -0.65153
C -1.48796 -7.10904 -2.02887
C -4.22289 -6.94190 2.07483
H -1.91635 -8.78052 -0.74921
H -0.70739 -7.82399 -0.08337
H -0.89083 -7.72036 -2.70550
H -0.80119 -6.27247 -1.90001
H -2.44132 -6.90942 -2.51812
H -4.73599 -7.23375 1.15850
H -4.64213 -5.99976 2.42797
H -4.54575 -7.68275 2.80627
O 5.03211 3.86388 3.80291
S 4.12084 3.58796 2.68128
O 4.63376 2.97201 1.45232
O 2.75675 2.79131 3.15486
C 2.20019 2.98498 4.41110
C 0.93267 3.76571 4.28191
C 3.34278 5.15570 2.13472
H 2.78340 3.43486 5.21456
H 1.96138 1.98084 4.76147
H 0.62214 4.02561 5.29390
H 0.10106 3.22491 3.83020
H 1.14344 4.64555 3.67399
H 2.40425 4.93899 1.62451
H 4.06774 5.62932 1.47274
H 3.27219 5.86808 2.95668
O -2.05994 5.89606 -2.84643
S -2.50158 4.50280 -2.78908
O -1.57398 3.34053 -2.83688
O -3.53919 4.20408 -1.52729
C -4.65620 4.95744 -1.23879
C -5.96544 4.05829 -1.36942
C -3.75831 4.34634 -4.26946
H -4.66050 5.81335 -1.91370
H -4.75188 5.27695 -0.20108
H -5.94819 3.27653 -0.61005
H -5.93466 3.58081 -2.34878
H -6.93297 4.55971 -1.39334
H -3.30345 4.75311 -5.17264
H -4.73928 4.81576 -4.19564
H -3.84151 3.26195 -4.34225
O -1.93934 1.14837 1.74607
S -3.23733 1.05769 1.02807
O -3.86573 2.31700 0.75937
O -2.96132 0.09979 -0.36861
C -3.95285 -0.19339 -1.26205
C -4.00238 0.99809 -2.31975
C -4.37008 0.03555 2.00425
H -4.88825 -0.43275 -0.75627
H -3.60599 -1.07183 -1.80623
H -4.40864 0.80168 -3.31196
H -2.96700 1.15537 -2.62197
H -4.46637 1.88091 -1.87994
H -4.20536 0.27385 3.05505
H -4.12061 -1.02339 1.93711
H -5.38792 0.25585 1.68241
C 2.26076 3.33374 -3.86575
C 1.94991 4.07981 -2.78961
C 2.84925 4.23800 -1.74656
C 4.14937 3.83981 -1.98592
C 4.46733 3.04598 -3.07164
C 3.52893 2.85960 -4.07596
H 1.49521 3.17758 -4.61137
H 0.97661 4.54600 -2.74772
H 2.60369 4.90632 -0.93448
H 4.94556 4.04055 -1.28437
H 5.45760 2.64498 -3.22957
H 3.76398 2.04929 -4.75015
```

Highest occupied orbital energy   -7.56 eV
DFT total energy   -8250.92482 Ha
E_LUMO   -0.39 eV

Löwdin atomic charge list, values in e, 6 entries: -0.0761 -0.1818 -0.0396 -0.2147 0.0479 -0.0448

Molecular formula: C42H97BCl3LiN2O16
Method: DFT, the ωB97M-V functional and the def2-TZVPD basis

Structure (XYZ):
```
162
C42H97BCl3LiN2O16 | the OMol25 dataset | the ωB97M-V functional and the def2-TZVPD basis
Li -11.26004 0.70714 7.39754
C -11.99205 -10.92953 8.62835
O -11.03628 -9.98565 8.85507
C -11.39401 -8.66941 8.24609
C -10.14910 -7.67788 8.40684
N -9.74587 -7.65618 9.84974
H -10.46561 -7.12791 10.32199
H -9.86209 -8.60440 10.17756
C -8.39041 -6.99897 10.19523
C -8.30263 -5.60210 9.62232
O -9.28686 -4.73609 10.00349
C -9.20914 -3.44602 9.43403
H -11.89849 -11.31892 7.61458
H -13.00031 -10.53681 8.75985
H -11.74883 -11.75043 9.30293
H -12.35008 -8.24783 8.55644
H -11.49953 -8.90875 7.18794
H -10.49418 -6.68195 8.12911
H -9.29011 -7.92984 7.78494
H -7.56380 -7.65866 9.93140
H -8.57101 -6.90420 11.26598
H -8.16341 -5.58683 8.54135
H -7.31446 -5.36100 10.01408
H -8.53132 -2.73771 9.91042
H -10.23209 -3.11390 9.61112
H -8.96174 -3.40819 8.37315
C -3.86360 0.90275 6.51292
O -4.12969 -0.47814 6.41763
C -4.78563 -1.14991 7.55501
C -5.16860 -2.54992 7.19153
N -5.58798 -2.59281 5.67168
H -6.44524 -2.09682 5.47371
H -4.93421 -1.95705 5.23750
C -5.47808 -3.98647 4.99817
C -5.86420 -3.98116 3.53786
O -5.19085 -2.78738 3.02212
C -5.52628 -2.59258 1.63219
H -3.21613 1.07919 7.37186
H -4.79200 1.45070 6.67387
H -3.29944 1.11536 5.60483
H -5.72774 -0.65191 7.78422
H -4.13704 -1.19147 8.43004
H -5.97984 -2.99143 7.77038
H -4.31837 -3.22334 7.29975
H -6.33009 -4.44621 5.49900
H -4.48568 -4.41606 5.13485
H -6.93308 -3.92821 3.33092
H -5.66765 -4.93349 3.04539
H -4.92673 -3.29390 1.05186
H -5.32362 -1.57222 1.30679
H -6.59680 -2.64095 1.43283
C -13.05629 -4.58552 8.69500
O -12.91942 -3.67326 9.72335
H -12.78384 -5.55260 9.11764
H -14.06454 -4.63007 8.28322
H -12.38693 -4.51852 7.83734
B -11.53872 -0.34579 9.53584
H -12.24991 0.04875 10.24492
H -12.15039 -0.79276 8.76751
H -10.80227 0.33496 9.13776
H -10.95412 -1.10292 10.03506
Cl -8.77460 -0.66968 5.95211
O -10.02980 -1.37110 5.87318
O -9.01262 0.78955 6.10484
O -8.02889 -1.12362 7.08339
O -8.13265 -0.85184 4.74259
C -10.94705 1.03463 1.62156
C -9.93938 2.07251 1.33595
C -8.83469 1.25434 0.84667
O -9.47019 0.21312 0.10591
C -10.78003 -0.01332 0.54138
H -11.93173 1.50087 1.58809
H -10.76621 0.65417 2.62687
H -9.91352 2.60858 2.28467
H -10.23251 2.77797 0.55845
H -8.37449 0.85295 1.74956
H -8.16808 1.84574 0.21898
H -10.89573 -0.95529 1.07747
H -11.43695 0.19323 -0.30355
C -13.40941 3.97226 6.88799
C -12.09642 4.69619 7.11305
C -11.32971 3.65785 7.92623
O -12.08162 2.41192 8.02364
C -13.49538 2.79000 7.87331
H -13.60482 3.64699 5.86618
H -14.20978 4.68975 7.06891
H -12.13565 5.62080 7.68893
H -11.71416 4.80637 6.09824
H -11.02338 4.08929 8.87918
H -10.36150 3.37771 7.51126
H -13.87602 3.19943 8.80904
H -14.18240 1.98665 7.60736
C -8.90650 1.61192 11.84433
C -9.69432 2.83507 11.75299
C -11.03795 2.32238 12.16323
O -10.81955 1.23259 13.04844
C -9.46895 0.86944 13.07928
H -7.87589 1.90512 12.04432
H -8.90050 1.16996 10.84797
H -9.85989 3.29442 10.77848
H -9.30740 3.59197 12.43528
H -11.68614 2.08551 11.31951
H -11.55294 3.13010 12.68328
H -9.27944 -0.20170 13.00979
H -9.13834 1.34205 14.00418
C -8.59951 5.37801 2.85203
C -8.81648 4.60216 4.12778
C -7.84477 3.42221 4.00034
O -7.07467 3.66408 2.76257
C -7.18522 5.01706 2.42990
H -8.63013 6.45363 3.02578
H -9.39254 4.99117 2.21206
H -9.85244 4.27757 4.22539
H -8.53138 5.16597 5.01600
H -8.38544 2.48294 3.88393
H -7.16041 3.19702 4.81829
H -6.84803 5.15666 1.40281
H -6.46405 5.56567 3.03574
C -11.49968 -5.33512 3.56230
C -10.41467 -4.33899 4.02978
C -9.78559 -5.01290 5.25558
O -10.36897 -6.24618 5.41119
C -11.69974 -6.26858 4.75006
H -11.04561 -5.95369 2.78817
H -12.38095 -4.88232 3.10794
H -11.01283 -3.46658 4.29284
H -9.74671 -3.99404 3.24053
H -9.99720 -4.47783 6.18133
H -8.70604 -5.13164 5.16302
H -12.51413 -5.90147 5.37462
H -12.02364 -7.26782 4.45903
C -14.54569 -0.49834 4.80879
C -13.81397 0.76382 4.29154
C -12.47631 0.62986 4.96098
O -12.68868 0.05901 6.22688
C -13.87463 -0.74994 6.15759
H -14.50511 -1.34825 4.12753
H -15.61211 -0.27313 4.82072
H -14.25914 1.71956 4.56811
H -13.78660 0.81207 3.20295
H -11.94302 1.58025 4.93960
H -11.78385 -0.02266 4.42918
H -14.44665 -0.36756 7.00297
H -13.85601 -1.80626 6.42580
C -6.32923 3.54034 9.35644
C -6.99253 4.85007 9.58726
C -8.08295 4.99296 8.51581
O -8.15670 3.72077 7.93987
C -7.40505 2.78154 8.69022
H -6.02259 3.06312 10.28722
H -5.47605 3.61357 8.68205
H -6.31251 5.67900 9.78360
H -7.46996 4.82974 10.56691
H -7.84607 5.68002 7.70344
H -8.96481 5.40239 9.00856
H -7.15899 1.88312 8.12418
H -8.07929 2.38439 9.44902
C -4.89489 -1.25471 11.68065
Cl -5.05316 0.29765 10.82032
Cl -6.48553 -1.76835 12.32942
H -4.56432 -2.07483 11.04329
H -4.20104 -1.24387 12.52122
```

Highest occupied orbital energy   -3.82 eV
DFT total energy   -4383.94734 Ha
E_LUMO   -0.44 eV

Löwdin atomic charge list, values in e, 6 entries: 0.5809 -0.1517 -0.2185 -0.1008 -0.0765 0.0659